This record from the Open Molecules 2025 dataset describes a cluster of 7 separate species, C28H35N7 in total at a distorted geometry. The level of theory is ωB97M-V/def2-TZVPD.

## Properties
structure (SMILES) = c1cc[nH]c1.c1cc[nH]c1.c1cc[nH]c1.c1cc[nH]c1.c1cc[nH]c1.c1cc[nH]c1.c1cc[nH]c1
frontier orbital gap = 9.0 eV
HOMO level = -8.3 eV
energy above the lowest of the compared OMol25 structures with the same formula, charge and spin = 31.5 kcal/mol

Geometry as ORCA input:
```
! RIJCOSX wB97M-V def2-TZVPD def2/J DEFGRID3
* xyz 0 1
N -15.9460 6.6613 11.9018
C -15.8863 5.7121 12.9099
C -14.8756 6.0218 13.7662
C -14.2490 7.2010 13.2033
C -14.9193 7.5550 12.0973
H -16.3673 6.6002 11.0124
H -16.4304 4.8203 12.8475
H -14.7100 5.4496 14.6716
H -13.4147 7.7144 13.6281
H -14.5507 8.2854 11.4212
N -20.9884 5.8172 13.8458
C -20.1875 5.1231 14.7480
C -18.9318 5.6847 14.7362
C -18.9811 6.7567 13.7909
C -20.2547 6.7727 13.2686
H -21.9636 5.5714 13.6807
H -20.5741 4.3055 15.4567
H -18.1082 5.3061 15.3089
H -18.1601 7.3816 13.4824
H -20.6031 7.4770 12.5521
N -14.7361 0.1365 12.6607
C -15.6773 -0.8577 13.0438
C -15.5115 -1.1019 14.4091
C -14.5460 -0.1759 14.8742
C -14.1355 0.5757 13.8288
H -14.7492 0.6789 11.7910
H -16.3021 -1.2917 12.3194
H -15.9904 -1.8376 14.9687
H -14.2425 -0.0559 15.9024
H -13.4938 1.4108 13.9274
N -13.3531 4.2318 11.3469
C -12.9100 5.0053 10.2891
C -12.4083 4.1175 9.3317
C -12.4699 2.8230 9.9126
C -13.0209 2.9300 11.1377
H -13.7730 4.5922 12.1547
H -13.0351 6.0662 10.1962
H -11.9370 4.3533 8.3951
H -12.1720 1.8676 9.4898
H -13.2308 2.1748 11.8626
N -19.1071 2.4886 12.4081
C -20.2067 1.9840 11.7715
C -19.7891 1.2997 10.6596
C -18.3700 1.3688 10.7182
C -17.9351 2.0718 11.7839
H -19.1983 3.0624 13.2376
H -21.2547 2.2228 12.1357
H -20.4399 0.8853 9.9161
H -17.7298 0.9312 9.9433
H -16.9776 2.3166 12.2081
N -15.3545 4.7132 8.3934
C -15.3664 6.0733 8.0992
C -16.6689 6.5069 8.4711
C -17.3357 5.3929 9.0316
C -16.5624 4.3406 8.9540
H -14.5486 4.0773 8.1987
H -14.4847 6.6055 7.6459
H -17.1041 7.4818 8.3557
H -18.3623 5.5416 9.1360
H -16.7623 3.3299 9.1850
N -16.9146 2.3333 16.3621
C -16.2016 3.4788 16.5069
C -16.9636 4.3338 17.2415
C -18.1520 3.6915 17.6079
C -18.1000 2.4915 16.9449
H -16.5450 1.5346 15.9501
H -15.1833 3.6425 16.0810
H -16.7510 5.4242 17.3397
H -18.9614 4.1884 18.1017
H -18.7989 1.7135 16.9081
*
```